Below is a structure of composition C49H57BaI2N5O2P2S2 in a non-equilibrium geometry, with properties calculated with ωB97M-V/def2-TZVPD.

CARTESIAN COORDINATES (ANGSTROEM)
Ba1 -0.056 -0.286 1.057
I1 -5.239 -0.668 7.112
C1 -3.660 -0.753 5.720
C2 -3.421 -1.918 5.010
C3 -2.374 -1.938 4.110
I2 -2.049 -3.651 2.932
C4 -1.508 -0.843 3.886
O1 -0.499 -0.891 3.081
C5 -1.857 0.347 4.580
C6 -1.083 1.589 4.245
N1 -1.179 1.932 2.814
C7 -2.541 2.288 2.397
C8 -3.442 1.092 2.178
C9 -4.684 0.992 2.791
C10 -5.487 -0.102 2.508
C11 -5.037 -1.043 1.597
C12 -3.792 -0.852 1.019
N2 -3.009 0.184 1.305
C13 -2.897 0.378 5.490
H1 -4.041 -2.792 5.151
H2 -0.033 1.415 4.465
H3 -1.427 2.418 4.882
H4 -0.574 2.728 2.635
H5 -2.459 2.793 1.432
H6 -3.021 2.974 3.111
H7 -5.011 1.741 3.500
H8 -6.442 -0.214 3.006
H9 -5.633 -1.907 1.337
H10 -3.404 -1.548 0.281
H11 -3.133 1.304 6.001
C14 3.288 1.209 -2.335
P1 2.020 0.005 -1.711
C15 0.877 0.216 -3.144
N3 1.148 -0.401 -4.258
C16 0.346 -0.166 -5.336
C17 0.542 -0.881 -6.531
C18 -0.229 -0.598 -7.630
C19 -1.209 0.408 -7.575
C20 -1.427 1.106 -6.416
C21 -0.663 0.818 -5.270
N4 -0.924 1.463 -4.100
C22 -0.230 1.136 -3.046
P2 -0.817 1.801 -1.416
C23 -2.561 2.124 -1.879
C24 -0.111 3.577 -1.412
C25 1.063 3.566 -0.427
C26 0.337 4.048 -2.795
C27 -1.156 4.556 -0.873
C28 2.958 -1.608 -2.003
C29 1.932 -2.745 -2.065
C30 3.823 -1.761 -0.743
C31 3.872 -1.669 -3.231
H12 3.547 0.983 -3.368
H13 4.183 1.144 -1.713
H14 2.904 2.227 -2.280
H15 1.307 -1.646 -6.557
H16 -0.081 -1.150 -8.550
H17 -1.798 0.626 -8.457
H18 -2.187 1.874 -6.345
H19 -2.619 2.755 -2.763
H20 -3.089 2.580 -1.041
H21 -3.014 1.158 -2.096
H22 1.779 2.774 -0.654
H23 0.695 3.391 0.588
H24 1.589 4.527 -0.438
H25 1.158 3.446 -3.186
H26 0.669 5.090 -2.742
H27 -0.487 3.985 -3.508
H28 -1.603 4.196 0.058
H29 -1.955 4.735 -1.592
H30 -0.675 5.515 -0.660
H31 1.261 -2.710 -1.208
H32 2.450 -3.709 -2.066
H33 1.330 -2.672 -2.969
H34 3.232 -1.578 0.154
H35 4.659 -1.056 -0.757
H36 4.236 -2.772 -0.683
H37 3.334 -1.405 -4.135
H38 4.243 -2.693 -3.335
H39 4.742 -1.019 -3.122
C32 2.914 -5.435 1.937
C33 3.273 -4.189 2.426
C34 2.455 -3.107 2.140
N5 1.352 -3.197 1.403
C35 1.014 -4.398 0.942
C36 1.753 -5.545 1.188
H40 3.531 -6.302 2.135
H41 4.168 -4.054 3.018
H42 2.692 -2.117 2.515
H43 0.119 -4.442 0.332
H44 1.425 -6.497 0.795
C37 3.986 0.382 3.802
S1 2.208 0.606 3.445
O2 2.076 0.363 1.980
C38 2.323 2.409 3.590
C39 2.019 3.060 4.776
C40 2.117 4.442 4.832
C41 2.518 5.158 3.712
C42 2.836 4.496 2.533
C43 2.736 3.115 2.472
H45 4.545 0.887 3.017
H46 4.217 -0.682 3.820
H47 4.200 0.831 4.771
H48 1.701 2.499 5.648
H49 1.874 4.965 5.748
H50 2.572 6.238 3.756
H51 3.156 5.056 1.665
H52 2.954 2.571 1.560
S2 -1.297 -1.175 -1.451
C44 -1.799 -2.712 -2.139
C45 -2.004 -2.851 -3.515
C46 -2.409 -4.063 -4.051
C47 -2.623 -5.163 -3.231
C48 -2.425 -5.036 -1.864
C49 -2.022 -3.825 -1.322
H53 -1.848 -1.998 -4.162
H54 -2.557 -4.152 -5.122
H55 -2.954 -6.104 -3.651
H56 -2.587 -5.888 -1.213
H57 -1.902 -3.718 -0.250

## Properties
- Energy above the lowest of the compared OMol25 structures with the same formula, charge and spin: 0.00 kJ/mol
- HOMO-LUMO gap: 6.5 eV
- Charge: 0
- Lowest unoccupied orbital energy: 0.00051 Eh